C13H8FNO4S2 | ωB97M-V with the def2-TZVPD basis set

Structure (XYZ):
```
29
Properties=species:S:1:pos:R:3:forces:R:3
O -0.97373 -2.71727 -0.68850 -0.3 0.6 -0.3
O 2.66625 -0.63572 1.26682 -2.4 0.1 -1.9
O 1.51770 -2.74111 1.05816 -1.3 2.1 -1.2
F -1.84662 4.64260 1.41681 0.4 -1.4 0.1
O -1.59557 -2.47845 -2.82933 0.8 0.9 0.4
S 0.97318 -1.11643 -3.69937 1.1 0.3 1.9
C -0.78288 -2.21810 -1.77247 0.5 -1.3 0.6
C 2.52419 -0.45513 -3.15270 -1.4 -0.8 1.4
C 2.66169 -0.51066 -1.77131 -1.2 -0.3 -0.7
C 0.48958 -1.49660 -2.03312 0.9 1.0 -0.9
C -2.07639 -0.35475 2.02888 0.0 -0.1 0.2
C -1.07693 -1.25251 1.78443 -1.1 -0.5 0.0
C 1.48139 -1.09350 -1.12903 0.1 0.1 -0.7
C -0.04082 3.14254 0.87604 0.2 0.0 -0.3
C -2.07474 2.24804 1.79580 0.2 0.9 -0.2
C 0.51315 1.87428 0.80225 0.1 -0.3 0.3
C -1.32754 3.36672 1.39963 0.1 -1.2 -0.3
C -1.53571 0.94137 1.73575 -0.3 1.4 -0.2
C -0.23248 0.78155 1.26240 0.1 1.1 -0.3
N 0.04599 -0.56113 1.30098 1.6 -2.2 -0.6
S 1.49810 -1.32389 0.68197 1.9 -1.4 2.8
H -2.33291 -2.96983 -2.44458 -0.1 -0.2 -0.1
H 3.24434 -0.08390 -3.85598 0.0 0.1 -0.2
H 3.54420 -0.16090 -1.23083 -0.5 -0.2 -0.1
H -3.10883 -0.53617 2.36635 0.9 -0.1 -0.1
H -1.16416 -2.34701 1.89090 0.7 0.9 -0.3
H 0.56934 3.90206 0.41357 -0.2 0.6 0.3
H -3.09327 2.40107 2.09848 -0.3 0.0 0.2
H 1.53348 1.75282 0.42798 -0.4 0.0 0.1
```
Forces are in eV/Å.

Values from the calculation:
- 2S+1: 1
- HOMO level: -8.6 eV
- Total energy: -47677.3913 eV
- Lowest unoccupied orbital energy: -1.0 eV
- Gap between HOMO and LUMO: 7.55 eV